(1)
{
  "formula": "C49H50FFeN8O3SSb",
  "method": "ωB97M-V/def2-TZVPD",
  "symbols": ["Sb", "Fe", "S", "F", "O", "O", "O", "N", "N", "N", "N", "N", "N", "N", "N", "C", "C", "C", "C", "C", "C", "C", "C", "C", "C", "C", "C", "C", "C", "C", "C", "C", "C", "C", "C", "C", "C", "C", "C", "C", "C", "C", "C", "C", "C", "C", "C", "C", "C", "C", "C", "C", "C", "C", "C", "C", "C", "C", "C", "C", "C", "C", "C", "C", "H", "H", "H", "H", "H", "H", "H", "H", "H", "H", "H", "H", "H", "H", "H", "H", "H", "H", "H", "H", "H", "H", "H", "H", "H", "H", "H", "H", "H", "H", "H", "H", "H", "H", "H", "H", "H", "H", "H", "H", "H", "H", "H", "H", "H", "H", "H", "H", "H", "H"],
  "positions_angstrom": [[2.719, 3.276, -1.429], [-0.182, 0.075, 0.176], [1.161, 2.149, -0.238], [-0.872, 0.989, -6.569], [-1.338, -1.513, 0.573], [-3.139, -2.831, 0.541], [-1.150, 0.105, -1.733], [5.681, -3.850, -1.824], [1.473, -1.262, -0.309], [-1.859, 1.409, 0.866], [4.642, -5.212, -0.392], [-4.347, -0.572, -9.834], [0.197, 0.190, 2.342], [-2.783, -0.727, -7.838], [-3.478, -2.782, -3.491], [6.598, 1.227, -1.731], [5.798, -5.824, -0.849], [6.959, 1.136, -0.396], [1.993, 6.918, 0.803], [6.464, -4.986, -1.748], [-4.193, -4.616, -5.237], [-3.957, -1.999, -9.532], [2.788, 5.234, -0.706], [4.964, 2.317, 0.234], [0.955, 3.500, -5.957], [-1.936, 1.334, 2.334], [-1.812, -0.832, -2.229], [3.752, 7.431, -0.763], [3.700, 6.134, -1.251], [7.665, -5.342, -2.358], [-1.383, 0.081, -4.475], [0.815, 3.926, -3.597], [-2.467, -0.775, -6.456], [4.612, -4.055, -0.990], [-2.428, 0.425, -8.660], [-0.520, 1.358, 2.885], [-3.122, 0.276, -10.022], [-2.735, -1.961, -8.607], [2.899, 7.819, 0.263], [-2.029, -0.870, -3.680], [1.934, 5.617, 0.320], [-3.107, -1.713, -5.667], [5.415, 1.860, -2.092], [4.597, 2.406, -1.108], [8.174, -6.581, -2.030], [2.084, 3.372, -3.425], [2.214, 2.946, -5.789], [-2.874, -1.814, -4.287], [-1.573, 0.104, -5.824], [0.256, 3.992, -4.863], [6.329, -7.076, -0.530], [1.515, -2.448, 0.317], [-2.326, -2.098, 0.005], [2.519, -3.370, 0.113], [-4.325, -3.886, -3.941], [2.448, -0.982, -1.176], [6.146, 1.684, 0.586], [-3.234, -2.764, -2.162], [3.491, -1.848, -1.442], [-5.423, -3.777, -4.950], [7.515, -7.438, -1.128], [2.782, 2.880, -4.523], [-2.442, -1.879, -1.496], [3.541, -3.072, -0.784], [8.177, -4.688, -3.051], [-4.867, -0.208, -9.034], [1.169, 0.188, 2.631], [0.693, -2.654, 0.990], [-2.759, -2.828, -7.953], [4.331, 2.737, 1.008], [-3.834, -2.345, -6.143], [-2.408, 0.382, 2.586], [2.944, 8.831, 0.643], [-2.507, -0.240, -10.757], [9.105, -6.904, -2.475], [-1.690, 2.357, 0.545], [-0.718, 0.794, -4.002], [-4.958, -0.532, -10.649], [4.371, 5.837, -2.049], [7.956, -8.399, -0.903], [0.262, 4.308, -2.746], [-2.535, 2.130, 2.780], [-4.820, -2.471, -9.067], [2.763, 2.572, -6.643], [-2.775, 1.330, -8.164], [-1.355, 0.529, -8.837], [-3.747, -2.490, -10.480], [-2.716, 1.086, 0.432], [-3.421, 1.238, -10.431], [4.249, -1.547, -2.154], [5.161, 1.930, -3.139], [6.433, 1.620, 1.627], [-3.722, -3.527, -1.569], [-0.526, 1.384, 3.976], [7.881, 0.643, -0.119], [2.384, -0.016, -1.661], [-0.723, 4.434, -4.995], [7.240, 0.812, -2.497], [-3.466, -4.283, -5.962], [-0.229, -0.672, 2.674], [0.519, 3.557, -6.946], [3.769, 2.458, -4.418], [-4.295, -5.691, -5.192], [4.459, 8.136, -1.179], [5.867, -3.037, -2.381], [2.525, -4.315, 0.637], [-1.807, -2.027, -9.188], [-5.571, -2.840, -5.465], [5.817, -7.728, 0.164], [-0.004, 2.251, 2.527], [-4.546, -4.511, -3.091], [-6.343, -4.293, -4.719], [1.234, 4.903, 0.738], [1.334, 7.228, 1.603]],
  "lowdin_spin": [0.02, 3.71, 0.03, 0.00, 0.06, 0.00, 0.04, 0.00, 0.02, 0.03, 0.00, 0.00, 0.04, 0.00, 0.00, 0.00, 0.00, 0.00, 0.00, 0.00, 0.00, 0.00, 0.01, 0.00, 0.00, 0.00, 0.00, 0.00, 0.00, 0.00, 0.00, 0.00, 0.00, 0.00, 0.00, 0.00, 0.00, 0.00, 0.00, 0.00, 0.00, 0.00, 0.00, 0.00, 0.00, 0.00, 0.00, 0.00, 0.00, 0.00, 0.00, 0.00, 0.01, 0.00, 0.00, 0.00, 0.00, 0.00, 0.00, 0.00, 0.00, 0.00, 0.00, 0.00, 0.00, 0.00, 0.00, 0.00, 0.00, 0.00, 0.00, 0.00, 0.00, 0.00, 0.00, 0.00, 0.00, 0.00, 0.00, 0.00, 0.00, 0.00, 0.00, 0.00, 0.00, 0.00, 0.00, 0.00, 0.00, 0.00, 0.00, 0.00, 0.00, 0.00, 0.00, 0.00, 0.00, 0.00, 0.00, 0.00, 0.00, 0.00, 0.00, 0.00, 0.00, 0.00, 0.00, 0.00, 0.00, 0.00, 0.00, 0.00, 0.00, 0.00],
  "homo_ev": [-11.40, -11.37],
  "molar_mass_g_mol": 1027.7,
  "s_squared": 6.01,
  "e_tot_ha": -4562.606871,
  "homo_lumo_gap_ev": [6.771, 6.732],
  "charge": 2,
  "spin_multiplicity": 5,
  "de_lowest_kcal_mol": 0.00,
  "lumo_energy_ev": [-4.63, -4.63]
}

(2)
{
  "formula": "C10H15DyN3OP",
  "method": "ωB97M-V/def2-TZVPD",
  "symbols": ["Dy", "P", "O", "N", "N", "N", "C", "C", "C", "C", "C", "C", "C", "C", "C", "C", "H", "H", "H", "H", "H", "H", "H", "H", "H", "H", "H", "H", "H", "H", "H"],
  "positions_angstrom": [[0.576, 2.566, 0.399], [-0.476, 2.691, 2.909], [-1.023, 2.403, -0.920], [-2.214, 0.462, -1.250], [-0.463, 0.623, 0.325], [0.067, -1.044, 1.768], [-0.644, -0.682, 0.700], [-1.546, -1.462, -0.020], [-3.044, 1.159, -2.240], [-2.343, -0.879, -0.967], [3.048, -0.441, 0.221], [-1.270, 1.151, -0.643], [2.559, -1.489, -1.803], [2.782, -0.219, -1.213], [2.955, -1.834, 0.454], [2.653, -2.485, -0.782], [-3.752, 0.436, -2.654], [-1.826, 2.375, 3.269], [2.796, 0.752, -1.717], [2.524, -3.557, -0.922], [-0.415, 3.984, 3.540], [-1.610, -2.525, 0.201], [-2.418, 1.569, -3.045], [0.042, -1.998, 2.103], [-3.590, 1.985, -1.764], [-3.116, -1.382, -1.546], [2.342, -1.667, -2.856], [0.164, 1.946, 3.966], [3.123, -2.327, 1.414], [3.314, 0.327, 0.951], [0.802, -0.438, 2.124]],
  "lowdin_spin": [5.74, 0.03, 0.05, -0.06, -0.07, -0.09, -0.18, -0.06, 0.00, -0.33, 0.01, -0.02, 0.00, 0.01, 0.00, 0.01, 0.00, 0.00, 0.00, 0.00, -0.01, 0.00, 0.00, 0.00, 0.00, -0.03, 0.00, 0.01, 0.00, 0.00, -0.01],
  "homo_ev": [-5.46, -4.81],
  "molar_mass_g_mol": 386.7,
  "s_squared": 9.79,
  "e_tot_ha": -1855.793853,
  "homo_lumo_gap_ev": [4.970, 3.656],
  "charge": 0,
  "spin_multiplicity": 6,
  "de_lowest_kcal_mol": 29.63,
  "lumo_energy_ev": [-0.49, -1.16]
}

(3)
{
  "formula": "C25H31Cl3N13S2Sr",
  "method": "ωB97M-V/def2-TZVPD",
  "symbols": ["Sr", "Cl", "Cl", "Cl", "S", "S", "N", "N", "N", "N", "N", "N", "N", "N", "N", "N", "N", "N", "N", "C", "C", "C", "C", "C", "C", "C", "C", "C", "C", "C", "C", "C", "C", "C", "C", "C", "C", "C", "C", "C", "C", "C", "C", "C", "H", "H", "H", "H", "H", "H", "H", "H", "H", "H", "H", "H", "H", "H", "H", "H", "H", "H", "H", "H", "H", "H", "H", "H", "H", "H", "H", "H", "H", "H", "H"],
  "positions_angstrom": [[0.052, 0.599, 0.222], [-5.942, -2.072, 0.126], [-4.794, -3.895, -1.825], [-3.821, -3.898, 0.908], [0.729, -1.967, -0.889], [2.847, 0.683, -0.216], [-0.252, 0.247, 5.083], [1.286, 5.179, -0.075], [0.512, 3.162, -0.150], [-1.838, -0.592, 3.606], [1.105, -1.555, -4.484], [-2.689, -1.103, -1.019], [-4.186, 4.365, -0.238], [-0.064, 0.728, -3.222], [7.850, -2.540, -1.528], [-2.179, 2.409, -0.278], [-0.162, 0.788, 2.790], [-0.055, 5.337, -0.109], [5.328, -5.712, -2.294], [-2.900, 4.682, -0.178], [1.615, 3.888, -0.096], [1.379, 0.497, -3.249], [-4.465, 3.069, -0.325], [1.066, 0.808, 5.320], [-1.928, -1.905, 4.236], [6.713, -2.456, -1.389], [-4.481, -2.912, -0.398], [4.434, -3.419, -1.501], [-0.720, 0.185, 3.801], [-2.457, -0.541, 2.305], [-0.848, -0.460, -3.548], [-0.477, 4.095, -0.150], [1.890, -0.265, -4.451], [-3.477, -1.891, -0.750], [5.288, -2.342, -1.233], [3.068, -3.246, -1.351], [2.502, -2.029, -0.959], [-1.164, 0.379, 6.214], [-3.473, 2.100, -0.345], [-0.349, -1.249, -4.746], [-1.900, 3.714, -0.200], [3.366, -0.938, -0.683], [4.944, -4.687, -1.943], [4.745, -1.135, -0.827], [1.479, -2.194, -5.183], [1.410, 0.487, 6.302], [-0.876, -2.197, -4.843], [1.186, -2.014, -3.558], [-1.194, 1.419, 6.551], [-2.964, -2.123, 4.499], [-0.829, -0.243, 7.044], [-1.895, -0.191, -3.674], [-1.322, -1.943, 5.134], [5.407, -0.307, -0.619], [1.915, 1.434, -3.115], [-2.632, 5.729, -0.111], [-2.169, 0.082, 5.934], [-1.566, -2.680, 3.550], [-2.496, 0.485, 1.942], [2.943, -0.517, -4.336], [-3.480, -0.915, 2.380], [-0.335, 1.508, -3.809], [1.059, 1.905, 5.308], [-0.784, -1.140, -2.700], [-0.377, -0.716, -5.697], [1.775, 0.440, 4.580], [1.725, 0.211, -5.418], [-1.930, -1.183, 1.585], [-3.733, 1.052, -0.422], [1.889, 5.984, -0.040], [2.413, -4.086, -1.542], [2.624, 3.505, -0.085], [-5.508, 2.782, -0.380], [0.543, 1.428, 3.141], [1.627, -0.107, -2.380]],
  "lowdin_charge": [0.98, 0.64, 0.66, 0.65, 0.45, 0.44, -0.16, 0.05, 0.02, -0.16, 0.06, 0.22, 0.11, -0.04, 0.17, 0.08, 0.02, 0.14, 0.17, -0.05, -0.15, -0.25, -0.10, -0.05, -0.04, -0.17, -1.62, -0.20, -0.45, -0.10, -0.25, -0.32, -0.08, -0.37, -0.19, -0.09, -0.70, -0.04, -0.12, -0.09, -0.20, -0.70, -0.18, -0.08, 0.18, 0.10, 0.14, 0.13, 0.10, 0.10, 0.10, 0.12, 0.08, 0.11, 0.12, 0.12, 0.08, 0.10, 0.07, 0.14, 0.09, 0.12, 0.10, 0.00, 0.13, 0.10, 0.13, 0.06, 0.08, 0.17, 0.11, 0.10, 0.11, 0.04, -0.01],
  "homo_ev": -9.23,
  "molar_mass_g_mol": 771.7,
  "e_tot_ha": -3890.622442,
  "homo_lumo_gap_ev": 6.434,
  "charge": 1,
  "spin_multiplicity": 1,
  "de_lowest_kcal_mol": 0.00,
  "lumo_energy_ev": -2.80
}

- What is the charge in the first record?
  +2

- charge of number 1 (C49H50FFeN8O3SSb)?
  +2

- The lowest charge belongs to which entry?
  C10H15DyN3OP